Entry 1:
Below is an isolated ion of composition C5H8N and charge +1 in a non-equilibrium geometry, with properties calculated with ωB97M-V/def2-TZVPD.

Last column: natural (NBO) charge in e.
Geometry (Å):
1 C -0.38563 0.21923 -0.41020  0.197
2 C -2.32689 -0.49508 -1.51515  0.126
3 C 0.67972 0.91066 -0.22453  0.401
4 C -0.34273 -0.85357 0.71531  -0.664
5 C 1.90825 1.45842 0.14960  -0.777
6 N -1.41897 0.34130 -1.28419  -0.340
7 H -2.41648 -1.49514 -1.08284  0.194
8 H -3.09036 -0.20318 -2.22503  0.223
9 H 0.45045 -1.57275 0.53001  0.268
10 H -1.31016 -1.35926 0.67216  0.227
11 H -0.22671 -0.42204 1.70688  0.260
12 H 1.84866 2.04478 1.07022  0.307
13 H 2.17176 2.15769 -0.65973  0.284
14 H 2.71417 0.72132 0.18856  0.295

Results
Multiplicity ... 3
Total charge ... +1
Total energy ... -249.6018 hartree
LUMO level (alpha / beta) ... -5.04 / -8.24 eV
Kohn-Sham gap (alpha / beta) ... 0.2932 / 0.2567 hartree
ΔE to the lowest compared entry with this formula, charge and spin ... 59.1 kcal/mol


Entry 2:
Below is one molecule with the formula C5H8N2, with properties calculated with ωB97M-V/def2-TZVPD.

Last column: natural (NBO) charge in e.
Geometry (Å):
1 C 2.20183 -1.40812 -0.00417  -0.630
2 C 1.06238 -0.90415 -0.85069  -0.226
3 C -0.04106 -0.37487 -0.39570  0.053
4 C -1.12354 0.27723 -0.02384  -0.008
5 N -2.43582 -0.25728 0.01541  -0.807
6 C -1.03398 1.72484 0.29137  0.105
7 N 0.07052 2.28551 0.57713  -0.593
8 H 2.00393 -1.25447 1.05936  0.221
9 H 2.40265 -2.47088 -0.18156  0.214
10 H 3.11271 -0.85589 -0.26435  0.220
11 H 1.20725 -0.94438 -1.93251  0.212
12 H -2.89813 -0.10106 0.90471  0.367
13 H -2.45214 -1.24594 -0.20184  0.378
14 H -2.00103 2.24777 0.26440  0.159
15 H -0.07558 3.28168 0.74226  0.336

Results
SMILES ... [H]/N=C/C(N)=C=CC
Total energy ... -304.7556 hartree
LUMO level ... 0.96 eV
Kohn-Sham gap ... 0.3433 hartree
ΔE to the lowest compared entry with this formula, charge and spin ... 50.1 kcal/mol


Entry 3:
Below is a 2-piece molecular cluster, C5H8N2 overall in a non-equilibrium geometry, with properties calculated with ωB97M-V/def2-TZVPD.

Last column: natural (NBO) charge in e.
Geometry (Å):
1 C 2.10486 -1.30688 1.06929  -0.796
2 C 1.77285 -0.70326 -0.23123  -0.002
3 C -1.51355 -0.08929 -0.60356  -0.006
4 C -1.16466 -1.42486 -0.15761  0.260
5 N -0.97469 -2.52025 0.16548  -0.307
6 N -1.10985 0.93053 0.02292  -0.298
7 C -1.52457 2.21650 -0.49138  -0.444
8 H 1.24105 -1.61525 1.66526  0.225
9 H 2.89112 -2.07494 1.08254  0.223
10 H 2.55627 -0.42040 1.56818  0.275
11 H 2.73667 -0.64810 -0.78434  0.081
12 H -2.15735 -0.05026 -1.49184  0.183
13 H -2.16340 2.15559 -1.38596  0.172
14 H -0.63187 2.80452 -0.72843  0.218
15 H -2.06288 2.74636 0.30068  0.215

Results
Total energy ... -304.6325 hartree
LUMO level ... -0.03 eV
Kohn-Sham gap ... 0.3134 hartree
ΔE to the lowest compared entry with this formula, charge and spin ... 127.4 kcal/mol